This record from OMol25 describes a 8-piece molecular cluster, C39H95N11O11 overall in a non-equilibrium geometry. The level of theory is wB97M-V/def2-TZVPD.

The HOMO energy (alpha / beta) is 0.0127 / -0.2239 Ha. The largest force on an atom is 7.2 eV/Å. The orbital gap (alpha / beta) is 1.8 / 8.2 eV. The charge is -1. The spin multiplicity is 2. As for the LUMO energy (alpha / beta): 0.07878 / 0.07623 Eh.

```
156
Properties=species:S:1:pos:R:3:lowdin_charge:R:1
C 3.176 6.465 2.660 -0.120
O 2.819 5.153 2.229 -0.189
C 3.945 4.241 2.179 -0.225
C 3.662 2.946 1.491 -0.208
N 4.764 1.949 1.570 -0.052
C 6.081 2.333 0.973 -0.186
C 7.071 1.133 1.051 -0.233
O 6.832 0.368 -0.085 -0.273
C 7.439 0.765 -1.367 -0.043
H 3.360 6.435 3.734 0.088
H 2.334 7.110 2.409 0.079
H 3.903 6.959 2.015 0.081
H 4.224 4.003 3.206 0.115
H 4.868 4.697 1.823 0.107
H 3.447 3.103 0.434 0.113
H 2.786 2.402 1.843 0.094
H 4.564 1.254 0.865 0.039
H 6.376 3.170 1.607 0.098
H 5.906 2.601 -0.069 0.109
H 6.838 0.635 1.992 0.115
H 8.091 1.442 1.279 0.109
H 7.602 -0.134 -1.961 0.080
H 8.378 1.281 -1.167 0.084
H 6.671 1.381 -1.836 0.068
C -11.951 5.690 -3.558 -0.103
O -11.418 4.429 -3.080 -0.171
C -10.033 4.126 -3.349 -0.225
C -9.443 3.068 -2.406 -0.197
N -7.973 3.264 -2.173 -0.073
C -7.511 2.477 -1.021 -0.216
C -6.046 2.600 -0.644 -0.268
O -5.489 1.342 -0.855 -0.184
C -3.998 1.408 -0.934 -0.039
H -11.865 6.464 -2.796 0.075
H -13.028 5.801 -3.434 0.072
H -11.691 5.998 -4.571 0.086
H -9.252 4.876 -3.219 0.105
H -9.741 3.937 -4.382 0.111
H -9.675 2.046 -2.708 0.110
H -9.911 3.153 -1.425 0.114
H -7.390 3.114 -2.984 0.107
H -7.780 1.430 -1.164 0.117
H -8.094 2.753 -0.143 0.110
H -6.062 2.960 0.385 0.116
H -5.590 3.426 -1.190 0.117
H -3.687 2.175 -0.225 0.078
H -3.783 1.812 -1.923 0.081
H -3.415 0.516 -0.705 0.051
C -4.373 -8.213 -0.729 -0.070
O -3.303 -7.156 -0.795 -0.186
C -3.051 -6.664 0.557 -0.231
C -2.256 -5.396 0.601 -0.288
N -1.249 -5.406 -0.369 -0.043
C -0.609 -4.059 -0.650 -0.175
C -0.386 -3.888 -2.142 -0.206
O -1.512 -3.753 -3.056 -0.222
C -2.639 -2.835 -2.867 -0.064
H -4.087 -9.088 -0.146 0.068
H -4.553 -8.566 -1.744 0.081
H -5.202 -7.931 -0.078 0.073
H -2.377 -7.341 1.081 0.116
H -3.909 -6.502 1.210 0.118
H -1.913 -5.307 1.631 0.124
H -2.971 -4.591 0.430 0.086
H -1.603 -5.838 -1.211 0.095
H 0.374 -3.945 -0.193 0.090
H -1.335 -3.330 -0.292 0.084
H 0.139 -4.733 -2.586 0.117
H 0.295 -3.044 -2.253 0.090
H -3.067 -3.148 -1.914 0.059
H -3.351 -2.903 -3.690 0.085
H -2.269 -1.840 -2.617 0.069
C -0.129 -2.136 5.300 -0.017
C -0.231 -0.671 5.927 -0.427
C 0.188 -0.777 7.496 -0.122
C 1.730 -0.722 7.716 -0.237
C 2.373 0.389 7.043 -0.174
C 2.125 0.312 5.504 -0.450
N 0.639 0.319 5.351 -0.113
O 0.212 0.536 4.022 -0.043
C 2.705 1.603 4.847 -0.026
C 2.766 -0.963 4.914 -0.050
C -1.708 -0.167 6.225 -0.039
H 0.792 -2.563 5.696 0.057
H -0.290 -2.139 4.222 0.071
H -0.894 -2.753 5.770 0.069
H -0.165 0.012 8.159 0.101
H -0.068 -1.725 7.969 0.112
H 2.285 -1.648 7.564 0.104
H 1.724 -0.572 8.796 0.106
H 3.443 0.321 7.243 0.122
H 2.061 1.320 7.515 0.123
H 2.174 2.510 5.138 0.084
H 3.743 1.696 5.166 0.086
H 2.643 1.545 3.761 0.053
H 3.772 -0.701 4.589 0.077
H 2.762 -1.890 5.488 0.061
H 2.273 -1.167 3.964 0.071
H -2.206 -1.000 6.720 0.081
H -2.234 0.369 5.435 0.059
H -1.687 0.641 6.957 0.061
H 0.019 1.475 4.068 0.106
C 4.477 2.499 -5.266 -0.063
C 3.482 1.517 -4.649 -0.430
C 2.112 2.023 -5.177 -0.116
C 1.074 0.833 -5.286 -0.182
C 1.550 -0.329 -6.167 -0.131
C 2.884 -0.912 -5.532 -0.467
N 3.865 0.154 -5.290 -0.161
O 5.126 -0.303 -5.031 -0.026
C 2.566 -1.819 -4.316 -0.037
C 3.505 -1.808 -6.680 -0.054
C 3.532 1.442 -3.091 -0.012
H 4.060 3.470 -5.534 0.075
H 5.004 2.076 -6.121 0.073
H 5.386 2.753 -4.721 0.071
H 1.637 2.603 -4.386 0.112
H 2.193 2.519 -6.144 0.109
H 0.201 1.230 -5.804 0.100
H 0.793 0.467 -4.299 0.085
H 1.651 0.003 -7.200 0.113
H 0.784 -1.100 -6.087 0.114
H 3.446 -1.944 -3.685 0.073
H 1.655 -1.524 -3.797 0.049
H 2.178 -2.763 -4.700 0.078
H 4.308 -2.405 -6.250 0.071
H 2.805 -2.386 -7.283 0.076
H 4.026 -1.176 -7.399 0.069
H 2.602 1.025 -2.704 0.052
H 3.526 2.486 -2.778 0.083
H 4.285 0.763 -2.692 0.074
H 5.615 0.010 -5.796 0.093
C -0.106 -0.288 0.145 -0.710
O -1.312 -0.531 0.045 -0.019
N 0.710 -0.132 -0.885 0.191
N 0.534 -0.038 1.267 0.185
H 0.239 -0.175 -1.778 0.100
H 1.679 0.140 -0.797 0.067
H 1.507 0.201 1.394 0.095
H -0.075 -0.189 2.058 0.081
C 3.748 -1.286 0.481 -0.831
O 3.486 -0.146 0.109 -0.042
N 4.958 -1.793 0.516 0.157
N 2.850 -2.166 0.728 0.167
H 4.993 -2.792 0.659 0.001
H 5.692 -1.204 0.149 0.075
H 1.876 -1.939 0.867 0.076
H 3.217 -3.107 0.712 -0.009
C -4.219 -1.398 1.965 -0.772
O -5.297 -1.512 2.522 0.023
N -3.792 -2.155 0.904 0.146
N -3.275 -0.606 2.213 0.179
H -3.188 -1.619 0.297 0.049
H -4.582 -2.690 0.571 0.102
H -2.378 -0.640 1.750 0.074
H -3.518 0.130 2.860 0.125
```